1.
Density functional theory data (ωB97M-V with the def2-TZVPD basis set) for a structure of composition C3H8CdO2 at a distorted geometry.

Computed properties:
F_max = 6.2 eV Å⁻¹
Charge = -1
Energy relative to the best compared isomer or geometry (same formula, charge and spin) = 15.3 kcal/mol
Spin multiplicity = 2
⟨S²⟩ = 0.75
Orbital gap (alpha / beta) = 4.9 / 6.6 eV
Electronic energy = -437.1953 hartree
HOMO energy (alpha / beta) = -1.1 / -2.8 eV

Each line ends with the Mulliken spin population.
Atoms and positions in Å:
1 C -0.6753 0.2071 -1.5375  0.19
2 C -0.8261 -0.3225 -0.1378  0.00
3 O -0.0530 0.5330 0.7492  -0.05
4 C 0.1417 0.0299 2.0474  0.02
5 Cd 1.0928 1.5419 -0.7790  0.92
6 H 1.6971 -0.6140 -1.8908  0.02
7 H -1.6468 0.6049 -1.8715  0.01
8 H -0.4333 -1.3483 -0.0252  0.00
9 H -1.8578 -0.3151 0.2583  0.00
10 H 0.6450 0.8115 2.6297  -0.01
11 H -0.8273 -0.2345 2.5012  0.00
12 H 0.7807 -0.8691 2.0420  0.00
13 O 2.2789 0.1989 -1.5045  -0.07
14 H -0.3166 -0.2235 -2.4815  -0.04

Cartesian forces (eV/Å) of the 2 atoms listed first:
C -2.2 1.3 -0.3
C 0.2 -1.2 -1.1


2.
Density functional theory data (ωB97M-V with the def2-TZVPD basis set) for a cluster of 2 separate species, C3H8Cl3PSi in total at a distorted geometry.

Computed properties:
F_max = 4.9 eV Å⁻¹
Energy relative to the best compared isomer or geometry (same formula, charge and spin) = 0.0 kcal/mol
Spin multiplicity = 1
Orbital gap = 9.8 eV
Electronic energy = -2130.5953 hartree
HOMO energy = -9.7 eV

Each line ends with the natural charge from an NBO analysis.
Atoms and positions in Å:
1 C 1.0811 1.2768 0.9971  -1.09
2 C 1.3344 -0.1289 -1.7418  -1.13
3 C -1.1128 -0.9038 0.0623  -1.34
4 Si 0.6038 -0.3020 -0.0179  1.62
5 P -2.5828 0.1404 -0.2455  0.88
6 Cl 1.6738 -1.7782 0.8656  -0.39
7 Cl -2.2916 1.4366 1.2849  -0.29
8 Cl -4.1105 -0.9653 0.5640  -0.29
9 H 0.9074 1.1360 2.0450  0.25
10 H 2.1514 1.3718 0.5988  0.24
11 H 0.5282 2.1604 0.6344  0.24
12 H 0.6370 0.6314 -2.2735  0.24
13 H 2.4705 0.0612 -1.6929  0.26
14 H 1.2449 -1.0780 -2.1358  0.23
15 H -1.2281 -1.9007 -0.4758  0.29
16 H -1.3065 -1.1577 1.5312  0.27

Cartesian forces (eV/Å) of the 2 atoms listed first:
C 0.2 -0.6 -2.7
C -0.1 2.6 1.1


- The lowest energy relative to the best compared isomer or geometry (same formula, charge and spin) belongs to which entry?
  C3H8Cl3PSi